Formula: C3H8N6O3
Source: OMol25
Level of theory: ωB97M-V with the def2-TZVPD basis set

Structure (ORCA input):
```
! RIJCOSX wB97M-V def2-TZVPD def2/J DEFGRID3
* xyz 0 3
O -1.50418 1.55162 -0.86258
O 2.91195 -1.03348 1.03036
O 3.63091 0.94722 0.02875
N 1.03957 0.13913 -0.63559
N -0.60609 3.18106 0.31970
N 0.36767 -1.10019 -0.22805
N -1.91423 -1.02511 -0.63811
N 0.58862 1.22521 0.01859
N -0.88233 -2.95487 0.05510
C 3.22538 -0.08636 0.43661
C -0.81333 -1.68126 -0.23991
C -0.51379 1.97058 -0.27069
H 1.17708 -1.71930 -0.09358
H -2.66883 -1.60132 -1.08764
H 0.10344 3.86260 0.61078
H -1.48246 3.48034 0.72364
H -1.86507 -0.07236 -0.95520
H -0.10452 -3.33338 0.53733
H -1.78765 -3.24537 0.36399
H 1.09785 1.49523 0.88652
*
```

Its expectation value of S² is 2.007. For the HOMO-LUMO gap (spin up / spin down), the calculation gives 0.128 / 0.299 hartree. The molar mass comes out at 176.1 u.